[1]
ORCA calculation (ωB97M-V/def2-TZVPD) on the ion C3H3O3P with charge -2.

The calculation puts the molecular weight at 118.03 g/mol. As for the HOMO energy: 0.936 eV. The electronic energy is -18589.075 eV. As for the relative energy (zero: lowest compared OMol25 entry of this formula, charge and spin): 0.000 eV. Its SMILES is O=P([O-])([O-])C1=CC1.

Structure (ORCA input):
```
! RIJCOSX wB97M-V def2-TZVPD def2/J DEFGRID3
* xyz -2 1
O -1.220 -0.372 -2.219
P -1.475 -0.393 -0.739
O -1.455 -1.751 -0.055
O -2.599 0.569 -0.285
C 0.071 0.342 0.082
C 0.706 0.861 1.093
C 1.478 -0.106 0.222
H 0.790 1.645 1.823
H 2.062 0.283 -0.481
H 1.642 -1.079 0.558
*
```

Atom charges from the Mulliken analysis, given in e for atoms 1 to 8: number 1, O, carries -0.81; number 2, P, carries 0.79; number 3, O, carries -0.79; number 4, O, carries -0.86; number 5, C, carries 0.14; number 6, C, carries -0.57; number 7, C, carries -0.65; number 8, H, carries 0.30

***

[2]
ORCA calculation (ωB97M-V/def2-TZVPD) on the molecule C3H3O3P.

The calculation puts the molecular weight at 118.03 g/mol. As for the HOMO energy (spin up / spin down): -7.028 / -10.790 eV. The electronic energy is -18586.908 eV. As for the relative energy (zero: lowest compared OMol25 entry of this formula, charge and spin): 1.736 eV.

Structure (ORCA input):
```
! RIJCOSX wB97M-V def2-TZVPD def2/J DEFGRID3
* xyz 0 3
C 0.449 -0.525 1.436
C 0.234 -0.406 -0.989
C -0.882 0.620 -0.752
O 0.489 -1.072 2.500
O 0.468 0.804 1.331
O 0.405 -1.139 0.252
P -0.704 1.676 0.494
H 0.012 -1.116 -1.777
H 1.234 0.214 -1.130
H -1.704 0.943 -1.366
*
```

Atom charges from the Mulliken analysis, given in e for atoms 1 to 8: number 1, C, carries 0.73; number 2, C, carries -0.18; number 3, C, carries -0.30; number 4, O, carries -0.51; number 5, O, carries -0.31; number 6, O, carries -0.30; number 7, P, carries -0.03; number 8, H, carries 0.27

***

[3]
ORCA calculation (ωB97M-V/def2-TZVPD) on a cluster of 2 separate species, C3H3O3S in total.

The calculation puts the molecular weight at 119.12 g/mol. As for the HOMO energy: -3.133 eV. The electronic energy is -20136.644 eV. As for the relative energy (zero: lowest compared OMol25 entry of this formula, charge and spin): 1.829 eV.

Structure (ORCA input):
```
! RIJCOSX wB97M-V def2-TZVPD def2/J DEFGRID3
* xyz -1 1
C 0.421 -0.161 -0.064
C 2.702 -0.137 0.084
C -1.934 0.106 -0.237
O 2.907 -1.185 0.555
O 0.241 -0.302 1.143
O -0.775 0.041 -0.931
S 3.160 1.294 -0.415
H -2.694 -0.432 -0.838
H -2.264 1.024 -0.055
H -1.765 -0.247 0.758
*
```

Atom charges from the Mulliken analysis, given in e for atoms 1 to 8: number 1, C, carries -0.10; number 2, C, carries 0.62; number 3, C, carries -0.71; number 4, O, carries -0.38; number 5, O, carries -0.55; number 6, O, carries -0.30; number 7, S, carries -0.40; number 8, H, carries 0.19

***

[4]
ORCA calculation (ωB97M-V/def2-TZVPD) on the ion C3H3O3S4 with charge -1.

The calculation puts the molecular weight at 215.32 g/mol. As for the HOMO energy: -4.979 eV. The electronic energy is -52644.873 eV. As for the relative energy (zero: lowest compared OMol25 entry of this formula, charge and spin): 0.000 eV. Its SMILES is O=C([O-])[C@H](O)C1SSSS1.

Structure (ORCA input):
```
! RIJCOSX wB97M-V def2-TZVPD def2/J DEFGRID3
* xyz -1 1
O -2.333 0.476 1.313
C -2.003 -0.084 0.273
O -2.574 -1.033 -0.318
C -0.590 0.188 -0.480
O -0.362 -0.786 -1.325
C 0.414 0.259 0.641
S 1.499 -1.171 0.710
S 2.707 -0.798 -0.867
S 3.430 0.920 -0.016
S 1.545 1.760 0.369
H -0.675 1.277 -0.898
H -1.260 -1.288 -1.105
H 0.202 0.281 1.701
*
```

Atom charges from the Mulliken analysis, given in e for atoms 1 to 8: number 1, O, carries -0.71; number 2, C, carries 0.61; number 3, O, carries -0.75; number 4, C, carries 0.25; number 5, O, carries -0.57; number 6, C, carries -0.51; number 7, S, carries -0.05; number 8, S, carries -0.07

***

[5]
ORCA calculation (ωB97M-V/def2-TZVPD) on a structure of composition C3H3O3Sm.

The calculation puts the molecular weight at 237.41 g/mol. As for the HOMO energy (spin up / spin down): -17.828 / -18.658 eV. The electronic energy is -27185.511 eV. As for the relative energy (zero: lowest compared OMol25 entry of this formula, charge and spin): 1.069 eV.

Structure (ORCA input):
```
! RIJCOSX wB97M-V def2-TZVPD def2/J DEFGRID3
* xyz 2 8
O 1.297 -2.436 -0.019
C 2.166 -1.749 -0.402
O 2.521 -0.634 -0.581
Sm 1.816 1.733 -0.315
C -0.275 0.512 0.704
C -1.595 0.612 0.287
H -0.149 0.545 1.796
H -2.328 1.163 0.889
O -2.068 0.241 -0.853
H -1.384 0.013 -1.506
*
```

Atom charges from the Mulliken analysis, given in e for atoms 1 to 8: number 1, O, carries -0.18; number 2, C, carries 0.71; number 3, O, carries -0.46; number 4, Sm, carries 1.76; number 5, C, carries -0.95; number 6, C, carries 0.28; number 7, H, carries 0.43; number 8, H, carries 0.40

***

[6]
ORCA calculation (ωB97M-V/def2-TZVPD) on a structure of composition C3H3O3Sr.

The calculation puts the molecular weight at 174.67 g/mol. As for the HOMO energy: -23.731 eV. The electronic energy is -10101.743 eV. As for the relative energy (zero: lowest compared OMol25 entry of this formula, charge and spin): 3.429 eV.

Structure (ORCA input):
```
! RIJCOSX wB97M-V def2-TZVPD def2/J DEFGRID3
* xyz 3 1
O -0.462 -0.876 0.226
Sr 3.667 0.468 0.849
O 1.650 -0.347 -0.361
C 0.526 -0.704 -0.486
O -0.164 -1.200 -2.145
C -1.293 -1.608 -2.015
H -2.598 -1.491 -2.172
C -1.959 -1.444 -0.737
H -2.160 -2.427 -0.278
H -2.569 -0.527 -0.679
*
```

Atom charges from the Mulliken analysis, given in e for atoms 1 to 8: number 1, O, carries -0.34; number 2, Sr, carries 2.11; number 3, O, carries -0.48; number 4, C, carries 0.62; number 5, O, carries -0.25; number 6, C, carries 0.44; number 7, H, carries 0.40; number 8, C, carries -0.25